Formula: C5H8ClNO
Source: OMol25
Level of theory: ωB97M-V with the def2-TZVPD basis set

XYZ file:
```
16
Properties=species:S:1:pos:R:3:forces:R:3:lowdin_charge:R:1
H 0.0723 1.3010 -1.4236 0.9 0.4 -0.8 0.12
H 0.2747 1.9986 1.3374 -3.3 -0.4 -3.8 0.20
C -0.2707 0.8607 -0.5238 -1.0 -2.5 -0.2 -0.40
H -0.0303 -2.3951 0.5157 -0.7 0.5 0.0 0.13
C 1.8693 -0.5180 0.5296 0.3 -1.0 1.5 -0.60
H 1.9783 -1.6785 0.7499 0.2 2.7 -0.1 0.12
C -1.5682 0.0263 -0.9309 -0.9 0.2 -1.4 -0.14
H -1.2888 1.0887 1.1149 1.9 3.4 -1.9 0.16
H -1.5098 -0.3592 -2.0007 0.1 0.8 1.1 0.15
N -0.6493 1.8625 0.4245 0.5 -2.1 7.3 -0.01
Cl 3.1952 0.0207 -0.5236 0.2 -0.1 -0.5 0.54
H -2.5285 0.5387 -0.7714 0.5 0.3 -0.3 0.13
H 1.9952 0.1380 1.4304 0.1 -1.0 -0.4 0.07
C -0.3556 -1.3997 0.1785 0.9 1.5 -0.2 -0.07
O -1.6913 -1.1541 -0.1231 2.3 -0.2 0.3 -0.09
C 0.5076 -0.3307 0.0161 -2.0 -2.5 -0.4 -0.29
```
Positions in Å, forces in eV/Å.

For the LUMO energy, the calculation gives 0.6 eV. As for the HOMO-LUMO gap: 9.600 eV. Its HOMO energy is -8.9549 eV.


Formula: C5H8ClNS
Source: OMol25
Level of theory: ωB97M-V with the def2-TZVPD basis set

XYZ file:
```
16
Properties=species:S:1:pos:R:3:forces:R:3:lowdin_charge:R:1
H 0.7595 -2.0932 0.8444 2.1 0.5 -2.0 0.12
C -1.0391 1.3475 -0.2529 -1.0 0.7 1.3 -0.41
C -0.9624 0.6030 2.4718 2.0 -0.2 -2.5 -1.00
S -1.6691 1.5651 1.3032 0.8 -0.6 0.0 0.98
H -0.6223 0.5475 -2.5895 -0.8 0.8 -0.5 0.06
H -1.5537 2.0166 -0.9374 0.2 -0.4 -0.1 0.05
C -0.0645 0.3683 -0.5605 -0.6 0.1 -0.3 -0.48
N 0.5455 -0.1801 0.4108 1.6 -0.6 0.4 -0.09
H 0.9658 0.1172 -2.4316 2.2 0.4 -0.5 0.06
Cl -1.4887 0.8148 4.0384 -0.6 0.0 1.3 0.58
H -0.2040 -1.0445 -2.2374 -0.3 -0.6 0.5 0.09
H 0.0010 0.0032 2.1868 -2.2 1.3 0.7 0.05
C 1.3994 -1.3506 0.1617 -1.4 0.1 0.6 -0.10
H 2.4458 -1.1924 0.5415 -1.1 -0.3 -0.1 0.08
C 0.0379 -0.0241 -1.9907 -0.9 -0.3 -0.3 -0.05
H 1.4488 -1.4983 -0.9587 0.0 -0.9 1.4 0.06
```
Positions in Å, forces in eV/Å.

For the LUMO energy (alpha / beta), the calculation gives -0.2 / -0.2 eV. As for the HOMO-LUMO gap (alpha / beta): 7.184 / 7.208 eV. Its HOMO energy (alpha / beta) is -7.3739 / -7.3788 eV.


Formula: C5H8ClO4
Source: OMol25
Level of theory: ωB97M-V with the def2-TZVPD basis set

XYZ file:
```
18
Properties=species:S:1:pos:R:3:forces:R:3:lowdin_charge:R:1
O 0.8014 2.2070 -1.2313 0.1 0.0 0.2 -0.14
O -1.1429 2.4752 -2.3371 0.0 0.0 0.0 -0.12
O 0.6200 -2.1882 1.5925 -0.2 -0.3 0.5 -0.05
H -1.3718 -2.7343 1.6797 -0.1 0.3 0.0 0.14
C -0.6169 -0.2449 2.4841 0.3 0.1 -0.2 -0.10
C 0.0803 2.2268 -2.2547 -0.1 -0.1 0.0 -0.84
O -0.1409 -4.0206 2.6309 -0.2 1.3 -0.8 0.06
H -1.6521 -0.2153 2.1841 -0.4 -0.1 0.1 0.06
H -0.2943 0.7752 2.6331 0.0 0.3 0.0 0.08
C -0.3653 -3.0032 2.0037 0.6 -1.7 0.6 -0.36
H 1.1478 -0.2886 1.2735 0.4 0.0 -0.1 0.11
H -0.4871 -0.7678 3.4230 0.0 -0.2 0.2 0.08
H 1.6176 2.5923 -3.7502 0.0 0.0 0.0 0.05
Cl -0.5995 -0.6439 -0.1850 -0.1 -0.2 -0.2 0.71
H 1.2432 0.8826 -3.5084 0.1 0.0 0.0 0.05
H 0.1215 1.9112 -4.4272 0.0 0.0 0.0 0.05
C 0.8062 1.8814 -3.5785 -0.1 0.0 -0.1 -0.07
C 0.2327 -0.8447 1.3680 -0.3 0.6 -0.1 -0.73
```
Positions in Å, forces in eV/Å.

For the LUMO energy, the calculation gives 3.1 eV. As for the HOMO-LUMO gap: 7.099 eV. Its HOMO energy is -3.9858 eV. As for the total charge: -1.


Formula: C5H8CrO3
Source: OMol25
Level of theory: ωB97M-V with the def2-TZVPD basis set

XYZ file:
```
17
Properties=species:S:1:pos:R:3:forces:R:3:mulliken_spin:R:1
O 0.7681 -1.8815 0.3583 -0.1 -0.2 1.5 0.00
H -2.3422 0.6428 -1.0291 0.3 -0.1 0.1 0.01
O -0.5270 0.3327 1.6805 -1.4 -0.8 2.1 -0.03
H 2.2339 1.4367 -0.1651 0.1 -0.6 0.5 0.00
H -2.5539 1.0066 1.6499 0.2 -0.1 0.1 -0.01
H -1.3305 1.8883 0.6991 -0.3 -0.2 0.1 0.00
O -0.6321 -0.3868 -0.5676 -0.4 0.0 -2.8 -0.02
H -2.5994 -0.8009 -0.0692 0.2 -0.1 0.3 0.01
C 1.5805 -0.3210 -1.3135 -0.1 -0.6 0.7 0.00
C -1.6486 0.8844 1.0356 0.2 0.8 0.0 0.02
H 2.0826 -1.2102 -1.7120 -0.1 0.4 -0.2 0.00
C -1.9133 0.0487 -0.2106 0.7 0.6 1.1 -0.03
C 2.2617 0.3389 -0.1205 -2.1 -0.4 -0.6 0.01
H 3.2018 -0.1527 0.1676 -0.7 0.3 0.5 0.00
Cr -0.3865 -1.5595 1.7830 0.3 0.8 0.2 4.14
H 1.1289 0.3712 -2.0346 0.3 -0.5 0.1 0.00
C 0.6760 -0.6377 -0.1517 3.0 0.7 -3.5 -0.09
```
Positions in Å, forces in eV/Å.

For the LUMO energy (alpha / beta), the calculation gives -0.8 / -1.0 eV. As for the HOMO-LUMO gap (alpha / beta): 6.269 / 6.135 eV. Its HOMO energy (alpha / beta) is -7.0718 / -7.1541 eV. The spin multiplicity is 5.